The molecule CH5N3S at a distorted geometry, computed with ωB97M-V/def2-TZVPD.

CARTESIAN COORDINATES (ANGSTROEM)
S1 -2.2947 0.0386 -0.0999
N1 0.4862 1.4958 -0.1402
N2 -0.7396 -0.5700 -0.3218
N3 1.5328 -0.5847 0.0970
C1 0.4013 0.2378 -0.1315
H1 -2.2743 0.3346 1.2223
H2 -0.5841 -1.4785 0.0977
H3 -0.5111 1.7673 -0.2962
H4 2.2717 0.0651 0.1360
H5 1.7118 -1.3059 -0.5633

The value obtained for the energy above the lowest of the compared OMol25 structures with the same formula, charge and spin is 0.00 kJ/mol. For the frontier orbital gap, the calculation gives 10.34 eV. The HOMO energy is -9.614 eV.

Charges in e, computed with Mulliken, in the same order as the atoms:
1. S -0.20
2. N -0.62
3. N -0.33
4. N -0.55
5. C 0.49
6. H 0.15
7. H 0.31
8. H 0.25
9. H 0.27
10. H 0.23